Record 1
ORCA calculation (ωB97M-V/def2-TZVPD) on 2 unconnected molecules or ions with the total composition C4H12NO in a non-equilibrium geometry.

Output
**LUMO level**: -4.99 eV
**2S+1**: 1
**Charge**: +1
**HOMO-LUMO gap**: 10.340 eV
**Relative energy (zero: lowest compared OMol25 entry of this formula, charge and spin)**: 147.29 kJ/mol

Atoms and positions in Å:
C (-2.771, 0.167, 0.713)
C (-1.314, -0.003, 1.250)
C (-0.379, 0.440, 0.114)
C (1.816, -0.369, 0.645)
N (1.005, 0.617, 0.587)
H (-3.443, -0.097, 1.523)
H (-2.884, -0.443, -0.179)
H (-2.953, 1.192, 0.389)
H (-1.151, -1.079, 1.332)
H (-1.282, 0.540, 2.190)
H (-0.758, 1.326, -0.393)
H (-0.374, -0.323, -0.663)
H (1.459, -1.332, 0.314)
H (2.668, -0.189, 1.287)
H (1.278, 1.502, 0.993)
H (1.680, -0.445, -3.550)
H (1.231, -1.469, -2.436)
O (1.602, -0.599, -2.592)

Record 2
ORCA calculation (ωB97M-V/def2-TZVPD) on 2 unconnected molecules or ions with the total composition C4H9NO2S in a non-equilibrium geometry.

Output
**LUMO level**: 0.44 eV
**2S+1**: 1
**Charge**: 0
**HOMO-LUMO gap**: 10.102 eV
**Relative energy (zero: lowest compared OMol25 entry of this formula, charge and spin)**: 282.77 kJ/mol

Atoms and positions in Å:
C (-0.413, 2.010, 0.965)
S (-1.226, 0.430, 0.567)
C (0.186, -0.638, 0.866)
C (1.236, -0.582, -0.205)
O (0.674, -0.943, 2.274)
C (0.015, -1.866, 1.635)
O (-0.466, -2.903, 1.795)
H (-0.062, 1.857, 1.981)
H (-1.250, 2.765, 1.035)
H (0.358, 2.463, 0.251)
H (1.175, -1.425, -0.831)
H (2.292, -0.335, 0.235)
H (1.050, 0.377, -0.847)
N (-0.820, -0.096, -2.761)
H (-0.268, -0.939, -2.427)
H (-1.744, -0.566, -2.708)
H (-0.736, 0.391, -1.825)

Record 3
ORCA calculation (ωB97M-V/def2-TZVPD) on a molecular structure, C34H56N3OP2RuS in a non-equilibrium geometry.

Output
**LUMO level (alpha / beta)**: -8.86 / -11.31 eV
**2S+1**: 5
**Charge**: +3
**HOMO-LUMO gap (alpha / beta)**: 6.109 / 5.442 eV

Atoms and positions in Å:
C (0.913, 2.658, -1.112)
C (-0.540, 2.556, 0.746)
C (0.961, 4.050, -1.069)
C (-0.512, 3.966, 0.821)
C (0.252, 4.708, -0.069)
H (1.548, 4.550, -1.836)
H (-1.114, 4.449, 1.584)
H (0.371, 5.781, 0.050)
N (0.348, 1.964, -0.117)
P (1.834, 0.143, -1.973)
P (-1.760, 0.164, 2.115)
C (1.379, 1.895, -2.349)
H (0.548, 1.882, -3.076)
H (2.186, 2.455, -2.837)
C (-0.228, -1.910, 0.072)
O (-0.773, -2.942, 0.189)
C (-1.585, 1.805, 1.430)
H (-2.134, 2.473, 2.117)
C (-3.716, 0.313, 2.555)
C (-0.981, -0.726, 3.792)
C (1.337, -0.939, -3.456)
C (3.730, 0.384, -1.982)
C (-4.267, -0.956, 1.888)
H (-3.960, -1.878, 2.400)
H (-5.370, -0.922, 1.879)
H (-3.923, -1.012, 0.844)
C (-4.095, 0.419, 4.036)
H (-3.758, -0.408, 4.668)
H (-3.735, 1.360, 4.477)
H (-5.197, 0.438, 4.108)
C (-4.358, 1.525, 1.871)
H (-5.438, 1.336, 1.746)
H (-4.259, 2.469, 2.431)
H (-3.915, 1.666, 0.878)
C (-1.764, -2.019, 4.086)
H (-1.680, -2.700, 3.223)
H (-1.297, -2.527, 4.949)
H (-2.828, -1.894, 4.312)
C (0.461, -1.190, 3.610)
H (0.549, -1.918, 2.793)
H (1.149, -0.354, 3.417)
H (0.802, -1.694, 4.533)
C (-0.980, 0.342, 4.879)
H (-1.974, 0.692, 5.167)
H (-0.494, -0.063, 5.783)
H (-0.398, 1.212, 4.540)
C (4.327, -1.003, -1.726)
H (5.418, -0.906, -1.631)
H (3.943, -1.430, -0.792)
H (4.117, -1.708, -2.542)
C (4.084, 1.347, -0.839)
H (3.672, 2.352, -1.006)
H (3.702, 0.968, 0.125)
H (5.180, 1.424, -0.761)
C (4.359, 1.003, -3.256)
H (5.346, 1.403, -2.974)
H (4.537, 0.274, -4.052)
H (3.791, 1.843, -3.673)
C (-0.044, -0.482, -3.950)
H (0.004, 0.462, -4.512)
H (-0.445, -1.253, -4.628)
H (-0.749, -0.369, -3.116)
C (1.216, -2.381, -2.919)
H (0.359, -2.469, -2.237)
H (1.050, -3.059, -3.769)
H (2.121, -2.709, -2.384)
C (2.322, -0.915, -4.640)
H (2.463, 0.094, -5.054)
H (3.301, -1.355, -4.400)
H (1.892, -1.535, -5.444)
Ru (0.398, -0.216, -0.125)
N (-1.386, 0.252, -0.778)
C (-2.442, 0.835, -0.549)
C (-3.602, 0.855, -1.626)
C (-4.851, 1.634, -1.257)
C (-3.027, 1.548, -2.863)
C (-4.006, -0.606, -1.859)
H (-5.415, 1.174, -0.439)
H (-4.613, 2.672, -0.993)
H (-5.517, 1.637, -2.136)
H (-2.342, 0.905, -3.424)
H (-3.825, 1.864, -3.548)
H (-2.478, 2.453, -2.558)
H (-4.483, -0.746, -2.841)
H (-3.135, -1.272, -1.832)
H (-4.704, -0.939, -1.076)
S (2.288, -0.246, 1.284)
C (3.182, -1.727, 1.473)
N (4.484, -1.581, 1.923)
C (5.354, -2.627, 2.072)
C (4.899, -3.910, 1.830)
C (3.569, -4.109, 1.437)
C (2.716, -3.021, 1.259)
H (4.816, -0.637, 2.114)
H (6.369, -2.369, 2.380)
H (5.581, -4.754, 1.951)
H (3.194, -5.122, 1.272)
H (1.676, -3.146, 0.976)

Record 4
ORCA calculation (ωB97M-V/def2-TZVPD) on 3 unconnected molecules or ions with the total composition CH5NO2 in a non-equilibrium geometry.

Output
**LUMO level**: -2.10 eV
**2S+1**: 1
**Charge**: 0
**HOMO-LUMO gap**: 8.151 eV
**Relative energy (zero: lowest compared OMol25 entry of this formula, charge and spin)**: 557.63 kJ/mol

Atoms and positions in Å:
C (-0.233, -0.494, 0.634)
N (-1.533, -1.134, 0.934)
O (-0.469, 0.352, -0.260)
H (1.687, -0.850, 0.625)
H (-2.133, -0.339, 0.935)
H (-1.857, -1.789, 0.156)
H (2.225, 1.429, -0.752)
H (0.810, 1.139, -0.889)
O (1.502, 1.685, -1.382)

Record 5
ORCA calculation (ωB97M-V/def2-TZVPD) on a single C8H10 molecule in a non-equilibrium geometry.

Output
**LUMO level**: 0.98 eV
**2S+1**: 1
**Charge**: 0
**HOMO-LUMO gap**: 9.333 eV
**Relative energy (zero: lowest compared OMol25 entry of this formula, charge and spin)**: 799.17 kJ/mol

Atoms and positions in Å:
C (-2.069, -0.338, 2.822)
C (-1.112, 0.063, 2.163)
C (0.103, 0.320, 1.590)
C (-0.142, 0.907, 0.094)
C (0.785, 1.172, -1.054)
C (0.549, -0.087, -1.811)
C (0.110, -1.340, -0.811)
C (0.501, -0.554, 0.506)
H (-3.130, -0.242, 3.113)
H (0.889, 0.635, 2.445)
H (-1.152, 0.785, 0.077)
H (0.486, 1.948, -1.813)
H (1.904, 1.365, -0.739)
H (1.332, -0.552, -2.693)
H (-0.168, 0.342, -2.490)
H (-1.014, -1.603, -1.193)
H (0.576, -2.398, -0.647)
H (1.552, -0.425, 0.441)

Record 6
ORCA calculation (ωB97M-V/def2-TZVPD) on a molecular structure, C15H76BNO34 in a non-equilibrium geometry.

Output
**LUMO level**: -1.09 eV
**2S+1**: 1
**Charge**: 0
**HOMO-LUMO gap**: 8.329 eV
**Relative energy (zero: lowest compared OMol25 entry of this formula, charge and spin)**: 289.86 kJ/mol

Atoms and positions in Å:
C (4.409, -0.930, 0.791)
C (3.442, 0.012, 1.507)
C (2.107, 0.320, 0.780)
C (0.953, -0.749, 0.922)
N (-0.266, -0.304, 0.091)
C (-1.281, -1.401, 0.244)
C (-0.764, -2.658, -0.712)
C (-0.226, -1.846, -1.887)
C (-0.087, -0.386, -1.363)
C (-0.827, 0.975, 0.545)
C (-2.094, 1.586, -0.093)
C (-2.677, 2.761, 0.538)
H (5.338, -1.345, 1.229)
H (4.751, -0.547, -0.153)
H (3.758, -1.766, 0.441)
H (3.973, 0.958, 1.592)
H (2.943, -0.407, 2.551)
H (2.372, 0.567, -0.132)
H (1.845, 1.336, 1.029)
H (0.527, -0.853, 1.928)
H (1.369, -1.673, 0.401)
H (-2.146, -1.299, 0.000)
H (-1.247, -1.761, 1.265)
H (-1.630, -3.187, -0.987)
H (-0.134, -3.256, -0.375)
H (-0.553, -2.086, -2.833)
H (0.630, -2.274, -2.077)
H (-0.872, 0.177, -1.995)
H (0.916, -0.273, -1.780)
H (-0.082, 1.747, 0.451)
H (-0.706, 1.127, 1.614)
H (-2.787, 0.697, 0.031)
H (-2.003, 1.464, -1.088)
H (-3.022, 2.965, 1.419)
H (-3.544, 3.169, -0.020)
H (-2.090, 3.689, 0.598)
O (1.039, -7.450, 2.418)
C (0.801, -6.252, 2.360)
O (0.473, -5.589, 3.378)
B (0.904, -4.231, 3.116)
O (1.419, -4.281, 1.755)
C (1.243, -5.360, 1.320)
O (1.197, -5.572, 0.135)
O (1.831, -3.597, 4.033)
C (1.398, -2.496, 4.460)
O (2.115, -1.697, 5.012)
C (0.049, -2.349, 3.991)
O (-0.278, -3.332, 3.273)
O (-0.498, -1.300, 3.973)
O (-0.923, 0.447, -4.386)
H (-1.243, 0.760, -5.260)
H (-0.911, 1.283, -3.846)
O (-2.708, 4.759, -1.654)
H (-2.790, 4.079, -2.367)
H (-3.432, 4.220, -1.080)
O (0.097, -1.986, -4.983)
H (-0.365, -1.139, -5.045)
H (0.946, -1.602, -5.126)
O (-3.092, -5.014, -2.894)
H (-3.281, -4.079, -2.716)
H (-2.106, -5.118, -2.821)
O (-1.438, 4.198, 2.857)
H (-2.215, 4.391, 2.641)
H (-1.365, 4.840, 3.660)
O (-0.312, -5.610, -2.378)
H (0.191, -5.203, -3.052)
H (-0.003, -5.815, -1.553)
O (-4.004, -2.385, -2.310)
H (-4.732, -2.705, -2.849)
H (-4.579, -2.559, -1.405)
O (-2.322, -4.035, 1.760)
H (-2.491, -5.007, 1.348)
H (-1.466, -3.898, 2.296)
O (3.209, 3.573, 0.869)
H (3.588, 3.503, 1.755)
H (2.242, 3.751, 1.052)
O (3.761, 2.525, -1.604)
H (4.571, 1.812, -1.765)
H (3.654, 2.649, -0.601)
O (-0.234, 2.126, 3.919)
H (0.737, 2.036, 3.907)
H (-0.593, 3.075, 4.100)
O (-0.057, 5.231, -1.181)
H (0.502, 4.960, -1.897)
H (-1.045, 5.119, -1.243)
O (3.453, -2.552, -2.636)
H (2.999, -2.264, -3.468)
H (4.019, -2.013, -2.083)
O (7.037, 0.848, 0.559)
H (7.772, 1.222, 0.499)
H (6.426, 1.194, -0.192)
O (0.768, 4.583, 1.326)
H (0.029, 4.399, 1.875)
H (0.472, 4.778, 0.470)
O (0.832, -4.313, -4.045)
H (0.687, -3.382, -4.238)
H (1.757, -4.584, -4.249)
O (-3.712, -0.153, -3.891)
H (-3.674, -0.931, -3.086)
H (-2.710, -0.110, -4.032)
O (-0.662, 2.483, -3.197)
H (-1.172, 3.225, -3.621)
H (0.114, 2.993, -3.182)
O (6.488, 1.478, 3.100)
H (7.335, 1.418, 3.470)
H (6.705, 0.884, 2.274)
O (-5.166, 2.430, -1.837)
H (-5.919, 2.741, -1.501)
H (-5.485, 1.930, -2.603)
O (-3.916, -1.939, 2.946)
H (-3.347, -2.579, 2.510)
H (-3.287, -1.313, 3.218)
O (2.754, -1.173, -4.517)
H (3.278, -0.953, -5.225)
H (2.519, -0.228, -4.297)
O (-4.410, 4.583, 2.731)
H (-4.710, 5.498, 2.628)
H (-5.167, 3.928, 2.920)
O (-2.744, 0.161, 4.578)
H (-3.170, 0.905, 4.350)
H (-1.918, 0.549, 4.167)
O (-5.269, 4.576, -0.558)
H (-5.652, 3.860, -0.116)
H (-6.025, 4.861, -0.979)
O (4.749, 3.064, 3.199)
H (5.072, 2.406, 2.725)
H (5.015, 3.269, 4.105)

Record 7
ORCA calculation (ωB97M-V/def2-TZVPD) on a single C10H10F6N4O2 molecule.

Output
**LUMO level**: 0.43 eV
**2S+1**: 1
**Charge**: 0
**HOMO-LUMO gap**: 9.931 eV

Atoms and positions in Å:
C (2.776, 3.140, -0.528)
C (3.381, 1.746, -0.485)
O (2.366, 0.738, -0.567)
C (1.765, 0.401, 0.568)
O (2.016, 0.838, 1.657)
N (0.824, -0.601, 0.409)
C (0.068, -1.013, -0.732)
N (-1.255, -0.430, -0.742)
C (-2.093, -0.421, 0.346)
N (-3.365, -0.148, 0.072)
C (-4.194, -0.091, 1.098)
C (-3.777, -0.311, 2.405)
C (-2.430, -0.586, 2.576)
N (-1.588, -0.639, 1.557)
C (-0.055, -2.583, -0.652)
F (-1.059, -3.030, -1.414)
F (1.054, -3.205, -1.045)
F (-0.311, -2.987, 0.592)
C (0.683, -0.675, -2.118)
F (1.934, -1.072, -2.283)
F (-0.041, -1.283, -3.075)
F (0.605, 0.626, -2.389)
H (2.158, 3.251, -1.415)
H (2.163, 3.306, 0.355)
H (3.570, 3.880, -0.550)
H (4.018, 1.562, -1.351)
H (3.949, 1.600, 0.439)
H (0.261, -0.742, 1.261)
H (-1.745, -0.362, -1.625)
H (-5.224, 0.132, 0.853)
H (-4.460, -0.269, 3.236)
H (-1.992, -0.770, 3.547)

Record 8
ORCA calculation (ωB97M-V/def2-TZVPD) on a single C3H4N2O molecule.

Output
**LUMO level**: -0.09 eV
**2S+1**: 1
**Charge**: 0
**HOMO-LUMO gap**: 8.660 eV
**Relative energy (zero: lowest compared OMol25 entry of this formula, charge and spin)**: 374.00 kJ/mol

Atoms and positions in Å:
N (1.537, -0.124, -0.183)
C (0.302, 0.246, -0.411)
C (-0.443, 1.229, 0.316)
N (-1.362, 0.425, 0.712)
C (-1.104, -0.796, -0.203)
O (-0.876, -1.911, 0.264)
H (1.811, -1.053, -0.483)
H (2.164, 0.344, 0.462)
H (-0.288, 2.262, 0.620)
H (-1.739, -0.622, -1.094)

Record 9
ORCA calculation (ωB97M-V/def2-TZVPD) on a molecular structure, C2H4NO3S in a non-equilibrium geometry.

Output
**LUMO level (alpha / beta)**: 4.19 / 4.19 eV
**2S+1**: 1
**Charge**: -1
**HOMO-LUMO gap (alpha / beta)**: 8.654 / 8.654 eV
**Relative energy (zero: lowest compared OMol25 entry of this formula, charge and spin)**: 139.14 kJ/mol

Atoms and positions in Å:
C (-1.102, -0.710, 0.153)
C (-1.178, 0.758, 0.019)
N (-0.264, 0.145, 0.928)
O (2.702, 0.604, 0.844)
O (1.893, -1.462, -0.230)
O (1.512, 0.707, -1.306)
S (1.762, -0.022, -0.067)
H (-1.874, -1.247, 0.707)
H (-0.656, -1.285, -0.652)
H (-0.791, 1.219, -0.882)
H (-2.003, 1.293, 0.486)

Record 10
ORCA calculation (ωB97M-V/def2-TZVPD) on a single CH2S2 molecule in a non-equilibrium geometry.

Output
**LUMO level**: -0.46 eV
**2S+1**: 1
**Charge**: 0
**HOMO-LUMO gap**: 8.533 eV
**Relative energy (zero: lowest compared OMol25 entry of this formula, charge and spin)**: 9.56 kJ/mol

Atoms and positions in Å:
S (-1.540, -0.162, 0.014)
C (-0.099, 0.631, -0.033)
S (1.443, -0.238, -0.015)
H (-0.001, 1.727, -0.102)
H (2.142, 0.879, 0.318)

Record 11
ORCA calculation (ωB97M-V/def2-TZVPD) on a single C21H27N3O3S molecule.

Output
**LUMO level**: 0.49 eV
**2S+1**: 1
**Charge**: 0
**HOMO-LUMO gap**: 9.506 eV
**Relative energy (zero: lowest compared OMol25 entry of this formula, charge and spin)**: 195.48 kJ/mol

Atoms and positions in Å:
C (0.837, 2.804, -2.792)
C (1.044, 2.212, -1.433)
C (0.030, 2.238, -0.480)
C (0.221, 1.690, 0.771)
C (1.420, 1.072, 1.129)
C (1.557, 0.476, 2.493)
C (2.422, 1.047, 0.171)
S (4.037, 0.266, 0.349)
O (4.351, -0.037, 1.714)
O (4.975, 1.031, -0.417)
N (3.899, -1.193, -0.446)
C (3.029, -2.188, 0.125)
C (1.551, -1.995, -0.123)
C (1.069, -1.399, -1.281)
C (-0.290, -1.241, -1.481)
C (-1.199, -1.679, -0.527)
C (-2.662, -1.602, -0.828)
O (-3.101, -2.044, -1.876)
N (-3.465, -1.088, 0.133)
C (-3.043, -0.270, 1.243)
C (-3.538, 1.166, 1.046)
N (-4.980, 1.177, 0.908)
C (-5.512, 2.521, 0.862)
C (-5.368, 0.396, -0.254)
C (-4.897, -1.045, -0.076)
C (-0.724, -2.312, 0.617)
C (0.636, -2.460, 0.816)
C (2.242, 1.614, -1.079)
H (0.427, 3.810, -2.713)
H (1.772, 2.849, -3.342)
H (0.129, 2.201, -3.360)
H (-0.912, 2.708, -0.722)
H (-0.570, 1.744, 1.505)
H (2.597, 0.278, 2.727)
H (1.139, 1.150, 3.238)
H (1.001, -0.461, 2.540)
H (3.848, -1.083, -1.446)
H (3.232, -2.164, 1.198)
H (3.334, -3.170, -0.257)
H (1.754, -1.060, -2.044)
H (-0.658, -0.788, -2.388)
H (-1.956, -0.276, 1.323)
H (-3.482, -0.671, 2.164)
H (-3.267, 1.766, 1.918)
H (-3.040, 1.597, 0.156)
H (-6.598, 2.470, 0.807)
H (-5.234, 3.045, 1.776)
H (-5.143, 3.097, -0.001)
H (-6.456, 0.415, -0.341)
H (-4.935, 0.809, -1.183)
H (-5.125, -1.637, -0.963)
H (-5.388, -1.480, 0.800)
H (-1.421, -2.703, 1.345)
H (0.997, -2.957, 1.705)
H (3.076, 1.593, -1.765)

Record 12
ORCA calculation (ωB97M-V/def2-TZVPD) on a single C6H12ClF2NO molecule in a non-equilibrium geometry.

Output
**LUMO level**: 0.82 eV
**2S+1**: 1
**Charge**: 0
**HOMO-LUMO gap**: 9.691 eV
**Relative energy (zero: lowest compared OMol25 entry of this formula, charge and spin)**: 5.32 kJ/mol

Atoms and positions in Å:
C (-0.634, -2.011, 1.030)
O (-0.416, -1.601, -0.342)
C (-0.354, -0.181, -0.539)
C (-0.312, 0.117, -2.031)
N (0.736, 0.343, 0.277)
C (0.857, 1.741, 0.688)
C (2.087, -0.130, 0.111)
C (-1.719, 0.420, 0.002)
F (-1.720, 0.538, 1.324)
F (-2.030, 1.719, -0.387)
Cl (-3.234, -0.527, -0.330)
H (-0.119, -2.915, 1.261)
H (-1.751, -1.944, 1.160)
H (-0.123, -1.260, 1.779)
H (0.546, -0.367, -2.470)
H (-1.065, -0.638, -2.397)
H (-0.446, 1.153, -2.316)
H (-0.130, 1.938, 1.086)
H (1.346, 1.804, 1.643)
H (1.249, 2.576, 0.048)
H (2.110, -1.187, 0.134)
H (2.611, 0.157, -0.748)
H (2.508, 0.254, 1.018)